P | Entry from the Open Molecules 2025 dataset: one molecule with the formula C20H25N3O4S (the ωB97M-V functional and the def2-TZVPD basis).

Summary:
LUMO, eV: 0.73
Frontier orbital gap, eV: 8.313
Structure (SMILES): O=c1c2c3c(sc2nc(NCCOCCO)n1Cc1ccco1)CCCCC3

Atoms and positions in Å:
O1 -2.31 1.71 0.54
C1 -1.67 0.93 -0.14
C2 -0.58 1.25 -1.02
C3 0.04 2.52 -1.27
C4 1.08 2.42 -2.14
S1 1.34 0.78 -2.70
C5 0.02 0.22 -1.73
N1 -0.35 -1.07 -1.69
C6 -1.33 -1.37 -0.89
N2 -1.78 -2.65 -0.88
C7 -0.92 -3.71 -1.34
C8 -0.16 -4.34 -0.16
O2 0.41 -3.38 0.69
C9 1.61 -2.80 0.23
C10 2.06 -1.74 1.25
O3 1.31 -0.56 1.20
N3 -1.98 -0.45 -0.12
C11 -2.98 -0.85 0.86
C12 -2.38 -1.72 1.92
C13 -1.39 -1.48 2.82
C14 -1.21 -2.68 3.54
C15 -2.10 -3.57 3.03
O4 -2.81 -3.00 2.04
C16 1.97 3.52 -2.61
C17 2.71 4.20 -1.46
C18 1.82 5.13 -0.63
C19 0.75 4.43 0.20
C20 -0.37 3.80 -0.62
H1 -2.38 -2.92 -0.12
H2 -1.52 -4.48 -1.83
H3 -0.23 -3.28 -2.07
H4 0.61 -5.04 -0.53
H5 -0.86 -4.89 0.48
H6 1.46 -2.32 -0.75
H7 2.39 -3.57 0.14
H8 1.93 -2.14 2.25
H9 3.13 -1.53 1.08
H10 1.35 -0.20 0.30
H11 -3.82 -1.36 0.38
H12 -3.34 0.09 1.30
H13 -0.84 -0.56 2.94
H14 -0.51 -2.86 4.34
H15 -2.32 -4.59 3.27
H16 2.69 3.10 -3.31
H17 1.37 4.27 -3.15
H18 3.14 3.44 -0.81
H19 3.53 4.79 -1.88
H20 1.34 5.85 -1.30
H21 2.47 5.70 0.04
H22 1.22 3.66 0.82
H23 0.31 5.17 0.87
H24 -1.22 3.59 0.02
H25 -0.69 4.51 -1.39

Need the Mulliken charges? In units of e they are: O -0.75; C 0.47; C 0.35; C -0.13; C 1.03; S -0.39; C -0.48; N -0.40; C 0.62; N -0.16; C -1.03; C -0.58; O -0.16; C -0.34; C -0.82; O -0.41; N 0.22; C -1.38; C 0.52; C -0.23; C -0.63; C -0.71; O -0.47; C -1.00; C -0.61; C -0.68; C -0.72; C -0.97; H 0.34; H 0.43; H 0.42; H 0.46; H 0.31; H 0.35; H 0.47; H 0.35; H 0.36; H 0.23; H 0.34; H 0.55; H 0.61; H 0.49; H 0.53; H 0.44; H 0.30; H 0.34; H 0.36; H 0.31; H 0.32; H 0.35; H 0.37; H 0.39; H 0.40



Q | Entry from the Open Molecules 2025 dataset: one molecule with the formula C20H25N3O4S (the ωB97M-V functional and the def2-TZVPD basis).

Summary:
LUMO, eV: 0.58
Frontier orbital gap, eV: 9.465
Structure (SMILES): O=C(CN(Cc1cccs1)C(=O)CNC(=O)c1ccco1)NC1CCCCC1

Atoms and positions in Å:
O1 -2.62 -0.03 2.47
C1 -1.52 0.41 2.23
C2 -1.22 1.22 0.95
N1 -0.55 0.35 -0.01
C3 -1.43 -0.40 -0.88
C4 -1.85 0.39 -2.08
C5 -1.49 1.65 -2.44
C6 -2.08 2.07 -3.66
C7 -2.88 1.11 -4.19
S1 -2.94 -0.31 -3.23
C8 0.79 0.26 0.04
O2 1.45 0.83 0.91
C9 1.50 -0.56 -1.04
N2 1.24 -0.10 -2.37
C10 0.59 -0.85 -3.29
O3 0.20 -1.98 -3.07
C11 0.38 -0.18 -4.58
C12 -0.29 -0.61 -5.69
C13 -0.23 0.44 -6.63
C14 0.47 1.44 -6.02
O4 0.85 1.08 -4.78
N3 -0.43 0.25 2.99
C15 -0.40 -0.60 4.17
C16 0.28 -1.94 3.84
C17 1.77 -1.76 3.56
C18 2.46 -1.09 4.75
C19 1.82 0.26 5.04
C20 0.32 0.10 5.32
H1 -0.56 2.06 1.19
H2 -2.15 1.58 0.52
H3 -0.95 -1.32 -1.21
H4 -2.31 -0.69 -0.29
H5 -0.82 2.27 -1.87
H6 -1.91 3.03 -4.11
H7 -3.45 1.16 -5.10
H8 1.20 -1.61 -0.99
H9 2.58 -0.50 -0.82
H10 1.53 0.84 -2.62
H11 -0.77 -1.57 -5.81
H12 -0.65 0.46 -7.61
H13 0.76 2.42 -6.35
H14 0.46 0.58 2.64
H15 -1.44 -0.78 4.43
H16 0.15 -2.61 4.70
H17 -0.21 -2.39 2.98
H18 2.22 -2.74 3.37
H19 1.92 -1.15 2.67
H20 3.52 -0.97 4.55
H21 2.36 -1.73 5.63
H22 2.30 0.73 5.90
H23 1.97 0.92 4.18
H24 -0.13 1.08 5.48
H25 0.19 -0.49 6.22

Need the Mulliken charges? In units of e they are: O -0.69; C 0.64; C -1.24; N 0.47; C -1.72; C 0.63; C -0.34; C -0.92; C -0.42; S -0.16; C 1.16; O -0.74; C -1.53; N 0.04; C 0.24; O -0.68; C 0.52; C -0.54; C -0.38; C -0.56; O -0.39; N 0.07; C -0.37; C -0.97; C -0.19; C -0.81; C -0.58; C -0.94; H 0.53; H 0.52; H 0.65; H 0.64; H 0.53; H 0.46; H 0.50; H 0.48; H 0.36; H 0.28; H 0.56; H 0.48; H 0.50; H 0.21; H 0.40; H 0.45; H 0.38; H 0.35; H 0.00; H 0.36; H 0.35; H 0.34; H 0.28; H 0.36; H 0.42



Tell me which of them is the most stable. Sure, it is Q.



P | Entry from the Open Molecules 2025 dataset: a 2-piece molecular cluster, C3H3Br2F overall (the ωB97M-V functional and the def2-TZVPD basis).

Summary:
LUMO, eV: -0.73
Frontier orbital gap, eV: 8.573

Atoms and positions in Å:
C1 1.33 0.38 -0.65
C2 0.68 -0.78 -0.57
C3 -1.47 0.60 1.18
F1 -2.17 -0.46 1.34
Br1 1.35 -2.48 -0.89
Br2 -2.54 2.06 1.56
H1 2.42 0.46 -0.55
H2 0.79 1.31 -0.71
H3 -0.39 -1.09 -0.71

Need the Mulliken charges? In units of e they are: C -0.41; C -0.16; C 0.09; F -0.04; Br -0.14; Br -0.07; H 0.24; H 0.23; H 0.27



Q | Entry from the Open Molecules 2025 dataset: one molecule with the formula C3H3Br2F (the ωB97M-V functional and the def2-TZVPD basis).

Summary:
LUMO, eV: -0.17
Frontier orbital gap, eV: 9.561
Structure (SMILES): C=C(Br)[C@H](F)Br

Atoms and positions in Å:
C1 -1.23 0.35 -0.81
C2 -0.36 -0.38 0.03
Br1 -0.34 -2.28 -0.15
C3 0.79 0.14 0.77
F1 0.62 1.40 1.24
Br2 2.34 0.34 -0.38
H1 -1.78 -0.35 -1.40
H2 -1.27 1.35 -0.79
H3 1.23 -0.56 1.49

Need the Mulliken charges? In units of e they are: C -0.73; C 0.34; Br -0.10; C -0.18; F -0.22; Br -0.09; H 0.24; H 0.38; H 0.37



Tell me which of them is the most stable. Sure, it is Q.



P | Entry from the Open Molecules 2025 dataset: one molecule with the formula C19H24N4O3 (the ωB97M-V functional and the def2-TZVPD basis).

Summary:
LUMO, eV: 0.23
Frontier orbital gap, eV: 8.108
Structure (SMILES): CC#CC[C@H](NC(=O)c1ncn2ccccc12)C(=O)N[C@H](CO)CCC

Atoms and positions in Å:
C1 4.03 4.31 2.83
C2 3.19 3.11 2.72
C3 2.48 2.12 2.60
C4 1.63 0.93 2.44
C5 1.75 0.21 1.05
N1 0.82 0.70 0.02
C6 0.69 1.92 -0.51
O1 1.37 2.89 -0.21
C7 -0.35 2.03 -1.50
N2 -1.13 1.01 -1.86
C8 -1.97 1.44 -2.78
N3 -1.78 2.76 -3.06
C9 -2.43 3.60 -3.94
C10 -2.01 4.93 -4.03
C11 -0.97 5.39 -3.23
C12 -0.31 4.53 -2.34
C13 -0.72 3.18 -2.24
C14 1.59 -1.32 1.25
O2 2.53 -1.96 1.72
N4 0.43 -1.90 0.92
C15 0.17 -3.35 1.00
C16 0.84 -4.11 -0.19
O3 0.25 -3.79 -1.44
C17 -1.35 -3.59 1.12
C18 -1.76 -5.06 1.31
C19 -3.27 -5.23 1.52
H1 4.95 4.16 2.27
H2 3.50 5.17 2.42
H3 4.27 4.50 3.88
H4 1.93 0.28 3.26
H5 0.60 1.22 2.64
H6 2.77 0.31 0.67
H7 0.28 0.00 -0.46
H8 -2.73 0.85 -3.26
H9 -3.23 3.18 -4.52
H10 -2.50 5.61 -4.71
H11 -0.65 6.42 -3.31
H12 0.50 4.88 -1.72
H13 -0.34 -1.33 0.60
H14 0.63 -3.72 1.92
H15 1.90 -3.85 -0.23
H16 0.82 -5.18 -0.01
H17 0.82 -4.12 -2.14
H18 -1.73 -3.01 1.97
H19 -1.85 -3.18 0.24
H20 -1.46 -5.64 0.44
H21 -1.23 -5.49 2.16
H22 -3.53 -6.28 1.64
H23 -3.61 -4.69 2.40
H24 -3.83 -4.85 0.66

Need the Mulliken charges? In units of e they are: C -1.42; C 0.86; C -0.25; C -1.06; C 0.84; N -0.14; C -0.47; O -0.72; C 1.13; N -0.54; C -0.50; N 0.11; C -0.20; C -0.53; C -0.47; C -0.39; C 0.41; C -0.25; O -0.68; N -0.12; C -0.22; C -0.95; O -0.55; C -0.76; C -0.42; C -1.34; H 0.30; H 0.29; H 0.32; H 0.35; H 0.39; H 0.34; H 0.16; H 0.40; H 0.36; H 0.37; H 0.40; H 0.48; H 0.37; H 0.28; H 0.54; H 0.45; H 0.30; H 0.43; H 0.42; H 0.28; H 0.34; H 0.39; H 0.32; H 0.33



Q | Entry from the Open Molecules 2025 dataset: C19H24N4O3 as an isolated structure (the ωB97M-V functional and the def2-TZVPD basis).

Summary:
LUMO, eV: 0.18
Frontier orbital gap, eV: 7.938

Atoms and positions in Å:
C1 1.90 -0.91 -3.62
C2 1.82 -1.41 -2.23
C3 2.60 -2.79 -2.15
C4 3.05 -3.13 -0.78
C5 1.83 -3.25 -0.06
H1 2.23 -3.94 0.99
H2 1.30 -3.93 -0.37
O1 1.28 -2.20 0.35
C6 0.13 -2.22 0.96
O2 -0.51 -3.14 1.34
C7 -0.37 -1.05 1.33
C8 -1.59 -0.73 1.81
N1 -2.42 -1.35 2.36
H3 -3.41 -1.41 2.62
H4 -2.16 -2.47 2.14
N2 -1.73 0.73 2.06
C9 -0.78 1.56 1.42
N3 -0.64 2.72 1.26
C10 0.26 3.01 0.58
C11 0.69 4.39 0.44
C12 1.75 4.86 -0.41
C13 2.84 3.81 -0.66
C14 2.52 2.49 -0.49
C15 1.50 2.05 0.25
N4 1.08 0.65 0.12
C16 0.07 0.44 0.97
H5 3.30 2.05 -0.90
H6 3.49 4.16 -1.26
H7 2.04 5.92 -0.43
H8 -0.11 5.19 0.77
C17 -3.09 1.27 2.53
C18 -4.25 1.35 1.48
O3 -4.68 -0.03 1.39
C19 -4.39 -0.34 -0.01
H9 -4.95 0.20 -0.70
H10 -3.46 -0.61 -0.16
H11 -4.90 -1.47 -0.14
H12 -4.94 1.82 2.33
H13 -3.97 1.79 0.69
H14 -2.65 2.24 2.80
H15 -3.24 0.95 3.66
H16 3.90 -4.22 -0.65
H17 3.79 -2.39 -0.32
H18 3.81 -2.50 -2.76
H19 2.27 -3.66 -2.82
H20 2.25 -0.61 -1.57
H21 0.91 -1.54 -1.90
H22 2.87 -0.51 -3.99
H23 1.37 -1.73 -4.47
H24 1.42 -0.13 -3.77

Need the Mulliken charges? In units of e they are: C -1.78; C 0.07; C -0.59; C -0.49; C -1.01; H 0.22; H 0.86; O -0.17; C 0.41; O -0.79; C 0.42; C -0.66; N -0.03; H 0.35; H 0.40; N 0.04; C 0.68; N -0.23; C 0.28; C -0.42; C -0.63; C -0.95; C -0.60; C 0.28; N -0.22; C 0.36; H 0.53; H 0.55; H 0.36; H 0.23; C -1.34; C -0.59; O -0.35; C -0.85; H 0.41; H 0.34; H 0.22; H 0.27; H 0.58; H 0.63; H 0.37; H 0.27; H 0.23; H 0.18; H 0.25; H 0.16; H 0.43; H 0.36; H 0.19; H 0.74



Tell me which of them is the most stable. Sure, it is P.



P | Entry from the Open Molecules 2025 dataset: one molecule with the formula C5H10N2 (the ωB97M-V functional and the def2-TZVPD basis).

Summary:
LUMO, eV: -0.16
Frontier orbital gap, eV: 6.271
Structure (SMILES): [H]/N=C/C(C)=C(\C)N

Atoms and positions in Å:
H1 -1.30 -3.22 0.83
N1 -1.58 -2.41 0.28
C1 -0.74 -1.47 0.31
C2 -0.64 -0.15 -0.16
C3 -1.77 0.80 -0.36
C4 0.76 0.11 -0.12
C5 1.35 1.02 0.94
N2 1.53 0.01 -1.26
H2 0.53 -1.54 0.53
H3 -2.73 0.28 -0.33
H4 -1.71 1.30 -1.34
H5 -1.79 1.59 0.40
H6 1.29 2.05 0.60
H7 0.79 0.93 1.87
H8 2.41 0.79 1.12
H9 1.15 -0.52 -2.03
H10 2.45 0.42 -1.27

Need the Mulliken charges? In units of e they are: H 0.23; N -0.77; C 0.28; C -0.04; C -1.19; C 0.54; C -1.43; N -0.32; H 0.07; H 0.35; H 0.29; H 0.25; H 0.37; H 0.34; H 0.46; H 0.31; H 0.26



Q | Entry from the Open Molecules 2025 dataset: one molecule with the formula C5H10N2 (the ωB97M-V functional and the def2-TZVPD basis).

Summary:
LUMO, eV: 1.17
Frontier orbital gap, eV: 10.459
Structure (SMILES): C[C@H]1N[C@H]1[C@H]1CN1

Atoms and positions in Å:
C1 0.65 -0.61 -1.79
C2 -0.79 -0.45 -1.31
N1 -1.31 -1.17 -0.16
C3 -1.01 0.26 -0.03
C4 0.16 0.91 0.66
C5 0.30 0.96 2.13
N2 1.22 0.16 1.32
H1 0.74 -1.38 -2.56
H2 1.34 -0.85 -0.98
H3 0.98 0.34 -2.22
H4 -1.52 -0.36 -2.10
H5 -0.62 -1.86 0.15
H6 -1.92 0.84 0.06
H7 0.53 1.77 0.10
H8 0.74 1.83 2.61
H9 -0.45 0.43 2.73
H10 0.96 -0.82 1.38

Need the Mulliken charges? In units of e they are: C -1.20; C 0.06; N -0.65; C -0.29; C 0.02; C -0.43; N -0.59; H 0.35; H 0.34; H 0.27; H 0.36; H 0.29; H 0.39; H 0.33; H 0.25; H 0.24; H 0.25



R | Entry from the Open Molecules 2025 dataset: C5H10N2 as an isolated structure (the ωB97M-V functional and the def2-TZVPD basis).

Summary:
LUMO, eV: 0.42
Frontier orbital gap, eV: 8.971

Atoms and positions in Å:
C1 0.79 0.02 0.56
C2 -1.08 -0.44 0.58
C3 0.84 1.47 0.17
C4 -2.05 -0.01 -0.49
N1 0.26 -1.27 -0.61
C5 1.49 -0.98 -0.33
N2 2.71 -1.22 -0.60
H1 0.95 -0.22 1.61
H2 2.78 -2.01 -1.25
H3 -1.27 -1.43 0.99
H4 -1.13 0.27 1.41
H5 1.87 1.81 0.30
H6 0.59 1.60 -0.88
H7 0.18 2.10 0.78
H8 -3.03 0.15 -0.03
H9 -1.76 0.93 -0.95
H10 -2.15 -0.76 -1.27

Need the Mulliken charges? In units of e they are: C 0.44; C -0.57; C -1.42; C -1.03; N -0.45; C 0.30; N -0.75; H 0.36; H 0.25; H 0.37; H 0.41; H 0.38; H 0.37; H 0.37; H 0.34; H 0.27; H 0.33



Tell me which of them is the most stable. Sure, it is Q.